1.
DFT (ωB97M-V/def2-TZVPD) results for a molecular structure, C37H41FN9OPbS4.

CARTESIAN COORDINATES (ANGSTROEM)
Pb (-0.89619, 2.87320, -0.74529)
N (1.58344, 6.74938, -0.05671)
C (0.97387, 5.64292, -0.61583)
S (-0.71446, 5.46133, -0.14571)
N (1.70187, 4.96137, -1.42160)
N (1.13780, 3.84294, -2.00627)
C (1.61689, 3.62447, -3.19282)
C (1.18633, 2.61011, -4.08532)
C (1.48274, 2.73027, -5.45544)
C (0.78885, 2.02244, -6.39539)
C (-0.27512, 1.17276, -5.95878)
C (-0.45739, 0.97237, -4.63627)
N (0.31805, 1.58677, -3.68200)
H (1.16323, 7.06579, 0.80330)
H (2.59015, 6.69942, -0.05727)
H (2.37241, 4.31409, -3.56771)
H (2.24161, 3.44687, -5.74346)
H (1.00972, 2.13104, -7.44713)
H (-0.92288, 0.67908, -6.66752)
H (-1.20868, 0.30359, -4.24279)
S (-2.32943, 1.65353, 1.47740)
C (-1.05405, 0.75739, 2.19042)
N (-1.35230, -0.41542, 2.85007)
C (-0.30337, -1.22520, 3.43166)
C (0.75782, -0.31887, 4.00187)
N (1.22612, 0.55256, 2.94846)
C (2.66864, 0.77141, 2.89047)
C (3.40585, -0.50913, 2.59474)
C (3.20504, -1.14936, 1.37547)
C (3.89960, -2.30577, 1.07171)
C (4.78580, -2.84975, 1.99284)
C (4.98286, -2.22442, 3.21185)
C (4.29612, -1.05365, 3.50769)
C (0.31114, 1.19024, 2.15914)
S (0.88957, 2.51141, 1.22599)
C (-2.66894, -1.01525, 2.85180)
C (-3.26976, -1.02564, 4.23559)
C (-3.61492, -2.20853, 4.87185)
C (-4.15574, -2.19305, 6.15172)
C (-4.34965, -0.98795, 6.80496)
C (-4.00200, 0.20156, 6.17494)
C (-3.46465, 0.18332, 4.90038)
H (0.15439, -1.88514, 2.68293)
H (-0.73874, -1.85070, 4.21680)
H (1.59842, -0.91338, 4.36154)
H (0.35150, 0.26312, 4.84019)
H (2.99741, 1.17847, 3.85363)
H (2.88933, 1.50327, 2.11143)
H (2.56438, -0.68930, 0.63347)
H (3.78245, -2.75922, 0.09724)
H (5.34154, -3.74374, 1.74542)
H (5.68260, -2.63590, 3.92797)
H (4.46384, -0.55100, 4.45363)
H (-2.60056, -2.03918, 2.46308)
H (-3.29721, -0.43678, 2.17278)
H (-3.45918, -3.15156, 4.36101)
H (-4.41416, -3.12288, 6.63977)
H (-4.77035, -0.97185, 7.80139)
H (-4.14887, 1.14485, 6.68265)
H (-3.19016, 1.10412, 4.40189)
C (-4.98670, -1.95491, -2.99263)
N (-4.87894, -0.51959, -2.83896)
C (-6.09422, 0.25876, -2.72687)
C (-3.71553, 0.02515, -2.53942)
N (-2.70357, 0.49862, -2.26492)
H (-5.44285, -2.20077, -3.95388)
H (-5.59800, -2.38080, -2.19242)
H (-3.99485, -2.39776, -2.94869)
H (-6.65933, 0.21438, -3.65981)
H (-5.84085, 1.29437, -2.51651)
H (-6.71925, -0.12284, -1.91578)
S (3.88324, 1.50002, -0.61487)
C (5.14066, 0.41423, -0.78540)
N (6.00540, -0.35316, -0.89493)
C (-0.04254, -2.55618, -0.04686)
O (-0.25118, -1.19068, -0.33488)
H (-0.74101, -2.92356, 0.71402)
H (0.97901, -2.75598, 0.28435)
H (-0.21414, -3.11057, -0.96882)
H (0.08159, -0.65643, 0.40116)
F (2.96628, -4.09758, -3.95742)
C (2.40771, -2.91514, -3.58785)
C (3.22712, -1.82815, -3.36658)
C (2.64337, -0.62580, -2.99771)
C (1.26501, -0.52322, -2.83815)
C (0.62229, 0.78615, -2.47929)
C (0.47487, -1.64635, -3.05448)
C (1.03640, -2.85572, -3.43481)
H (4.29817, -1.92586, -3.45607)
H (3.26607, 0.23171, -2.78604)
H (1.29400, 1.36904, -1.84741)
H (-0.31256, 0.59387, -1.94528)
H (-0.59505, -1.57902, -2.89720)
H (0.43676, -3.73907, -3.60342)

Calculated values
HOMO energy (alpha / beta) = -3.7 / -3.9 eV
Calculated total energy = -3888.07265 hartree
Spin multiplicity = 1
Total charge = -1
Lowest unoccupied orbital energy (alpha / beta) = 1.79 / 1.81 eV
Frontier orbital gap (alpha / beta) = 0.2017 / 0.2092 Ha

Here are the Löwdin charges for atoms 1 to 6, given in e: number 1, Pb, carries 0.80; number 2, N, carries 0.03; number 3, C, carries -0.91; number 4, S, carries 0.40; number 5, N, carries -0.02; number 6, N, carries -0.13

=====

2.
DFT (ωB97M-V/def2-TZVPD) results for 2 unconnected molecules or ions with the total composition C37H41N4O.

CARTESIAN COORDINATES (ANGSTROEM)
C (3.12474, 2.28068, 1.28586)
N (2.68593, 0.94668, 0.95618)
C (3.59163, -0.04773, 0.70985)
O (4.81356, 0.10288, 0.71554)
C (2.79289, -1.30992, 0.39985)
C (3.28194, -2.54274, 1.19979)
C (4.70716, -2.88571, 0.91201)
C (5.21055, -3.35728, -0.29287)
N (6.58840, -3.38137, -0.23600)
C (7.00863, -2.95995, 1.01864)
C (8.29369, -2.68249, 1.46828)
C (8.42396, -2.13075, 2.74951)
C (7.29456, -1.90240, 3.54753)
C (5.99791, -2.14586, 3.07233)
C (5.84216, -2.66357, 1.78581)
N (1.40932, -0.87307, 0.63683)
C (0.35817, -1.64764, 0.32913)
C (-0.96180, -1.36693, 0.70889)
C (-2.08328, -2.03629, 0.22022)
C (-3.36239, -2.14202, 0.89545)
C (-4.27912, -3.18929, 0.58543)
C (-5.53401, -3.24364, 1.17913)
C (-5.97676, -2.18651, 1.99011)
C (-5.09027, -1.15076, 2.31013)
C (-3.75083, -1.22394, 1.91254)
C (1.30048, 0.51987, 1.10548)
C (0.87967, 0.60096, 2.59348)
C (0.38574, 1.40870, 0.23435)
H (4.20411, 2.32599, 1.11824)
H (2.62233, 3.01495, 0.64355)
H (2.88877, 2.51873, 2.33337)
H (2.92829, -1.54359, -0.67380)
H (3.16048, -2.34207, 2.27919)
H (2.64776, -3.40032, 0.90598)
H (4.67045, -3.64280, -1.19358)
H (7.19664, -3.67097, -0.99324)
H (9.14471, -2.88953, 0.82290)
H (9.40652, -1.87047, 3.13699)
H (7.43523, -1.51045, 4.55491)
H (5.10427, -1.94243, 3.66368)
H (0.61149, -2.56751, -0.22030)
H (-1.13722, -0.57674, 1.44576)
H (-1.92250, -2.67595, -0.65586)
H (-3.94655, -3.97366, -0.10368)
H (-6.18759, -4.10062, 0.99990)
H (-6.98722, -2.19054, 2.40304)
H (-5.42419, -0.28603, 2.88996)
H (-3.00523, -0.55700, 2.36843)
H (1.73382, 0.35064, 3.24122)
H (0.55814, 1.62790, 2.81711)
H (0.05630, -0.07896, 2.83590)
H (0.88082, 1.57823, -0.73328)
H (-0.58493, 0.94019, 0.04520)
H (0.21481, 2.37045, 0.74257)
C (-2.03649, 1.67396, -5.57304)
C (-2.92208, 0.43406, -5.47044)
C (-3.27511, 0.28718, -3.98160)
N (-2.84998, 1.52535, -3.34649)
C (-3.03610, 1.70086, -2.01676)
C (-3.41238, 0.72024, -1.10782)
C (-3.88026, 1.31178, 0.18692)
C (-3.55005, 2.77672, -0.00883)
C (-3.00202, 2.99449, -1.27970)
C (-2.64915, 4.28885, -1.66950)
C (-2.97867, 5.35766, -0.82525)
C (-3.56051, 5.13007, 0.43435)
C (-3.82147, 3.81635, 0.87084)
C (-2.35421, 2.50307, -4.31352)
H (-0.98111, 1.37897, -5.54226)
H (-2.20098, 2.24459, -6.49062)
H (-3.84238, 0.57027, -6.04503)
H (-2.41224, -0.45579, -5.83767)
H (-4.36161, 0.14609, -3.85906)
H (-2.77904, -0.58547, -3.53004)
H (-3.47655, -0.33534, -1.35064)
H (-4.95531, 1.14821, 0.38270)
H (-3.34736, 0.93695, 1.06688)
H (-2.12216, 4.46576, -2.60499)
H (-2.76170, 6.37453, -1.16506)
H (-3.79609, 5.97565, 1.08629)
H (-4.23901, 3.61642, 1.86590)
H (-1.47423, 3.06688, -3.96542)
H (-3.14384, 3.23433, -4.57776)

Calculated values
HOMO energy = -9.5 eV
Calculated total energy = -1728.53205 hartree
Spin multiplicity = 1
Total charge = +1
Lowest unoccupied orbital energy = -4.72 eV
Frontier orbital gap = 0.1765 Ha

Here are the Löwdin charges for atoms 1 to 6, given in e: number 1, C, carries 0.00; number 2, N, carries -0.05; number 3, C, carries -0.36; number 4, O, carries 0.10; number 5, C, carries -0.14; number 6, C, carries -0.07

=====

3.
DFT (ωB97M-V/def2-TZVPD) results for a molecular structure, C37H41N8O6PPbS2.

CARTESIAN COORDINATES (ANGSTROEM)
Pb (-0.12206, 0.24152, -0.73320)
C (3.43677, -0.35192, 1.94773)
O (3.82099, -1.70944, 2.15148)
C (2.88242, -2.60137, 2.54285)
C (3.27789, -3.92871, 2.63650)
C (2.40928, -4.94242, 3.04133)
C (1.10130, -4.66828, 3.38482)
C (0.69208, -3.34196, 3.29907)
C (-0.53565, -2.67629, 3.54645)
N (-0.39814, -1.40456, 3.29656)
N (-1.29692, -0.46662, 3.44536)
C (-1.18259, 0.72629, 2.82250)
O (-0.28385, 1.08249, 2.05523)
C (-2.32387, 1.65417, 3.13415)
C (-3.43677, 1.25754, 3.87385)
C (-4.47045, 2.15122, 4.10893)
C (-4.40406, 3.44515, 3.60707)
C (-3.29478, 3.84654, 2.87610)
C (-2.25933, 2.95310, 2.64400)
C (1.55652, -2.33296, 2.88077)
O (0.91287, -1.12835, 2.86613)
H (4.35351, 0.17782, 1.70365)
H (2.98870, 0.09137, 2.83774)
H (2.73148, -0.26396, 1.11981)
H (4.30648, -4.14868, 2.37822)
H (2.77189, -5.96122, 3.08438)
H (0.41331, -5.44433, 3.69319)
H (-1.49092, -3.07054, 3.84773)
H (-3.48024, 0.24530, 4.24724)
H (-5.33731, 1.84159, 4.67948)
H (-5.21482, 4.13977, 3.79247)
H (-3.23981, 4.85692, 2.48792)
H (-1.37733, 3.25865, 2.09573)
O (-0.01498, 1.75346, -4.92674)
C (-0.24702, 1.48668, -3.74481)
N (0.33536, 0.54993, -2.99522)
C (1.34437, -0.24308, -3.65937)
C (1.45376, -1.63894, -3.08938)
C (2.14858, -2.63006, -3.77708)
C (2.20576, -3.90669, -3.24772)
C (1.56405, -4.16894, -2.04401)
C (0.91048, -3.12921, -1.41168)
N (0.86928, -1.89216, -1.91810)
C (-1.33829, 2.25841, -3.02558)
C (-2.19112, 3.06977, -3.75849)
C (-3.24679, 3.68748, -3.11222)
C (-3.41108, 3.49245, -1.74716)
C (-2.49934, 2.69344, -1.08370)
N (-1.48464, 2.09369, -1.70951)
H (2.33073, 0.23898, -3.58572)
H (1.13029, -0.30688, -4.72918)
H (2.62485, -2.39153, -4.72074)
H (2.73244, -4.69495, -3.77188)
H (1.55808, -5.15727, -1.60299)
H (0.38015, -3.29100, -0.47704)
H (-2.00170, 3.18022, -4.81663)
H (-3.94695, 4.30347, -3.66284)
H (-4.23386, 3.93804, -1.20452)
H (-2.58962, 2.50773, -0.01894)
C (-6.21721, -1.58738, -1.08610)
C (-5.54950, -2.73034, -0.33671)
C (-5.40148, -2.44152, 1.14939)
O (-4.29811, -3.09045, -0.98913)
P (-2.78947, -2.62894, -0.68581)
S (-1.96930, -3.56345, 0.82461)
S (-2.74089, -0.59480, -0.65700)
O (-2.05083, -3.18785, -1.97999)
C (-2.39550, -3.17403, -3.39139)
C (-3.40334, -4.27119, -3.69473)
C (-2.85553, -1.81735, -3.89168)
H (-7.19312, -1.37483, -0.64253)
H (-6.36364, -1.84954, -2.13626)
H (-5.60371, -0.69037, -1.02851)
H (-6.15008, -3.62996, -0.46833)
H (-4.78611, -1.55302, 1.30258)
H (-4.93018, -3.27748, 1.66394)
H (-6.38780, -2.26245, 1.58093)
H (-1.44404, -3.42888, -3.86207)
H (-4.40920, -3.95933, -3.41307)
H (-3.15436, -5.17470, -3.13722)
H (-3.38642, -4.49963, -4.76247)
H (-3.78727, -1.53122, -3.40089)
H (-3.02376, -1.86461, -4.97013)
H (-2.11024, -1.04873, -3.68544)
N (5.34540, 2.60464, -0.33448)
C (4.01966, 2.89579, -0.17786)
C (3.01185, 2.09189, -0.73481)
N (1.73478, 2.36931, -0.55799)
C (1.41942, 3.46441, 0.13560)
C (2.41477, 4.27584, 0.64454)
N (3.70757, 3.99440, 0.50339)
H (5.62794, 1.70271, -0.66892)
H (6.00409, 3.14570, 0.19671)
H (3.25466, 1.22302, -1.34396)
H (0.36634, 3.67331, 0.27791)
H (2.17975, 5.18399, 1.18655)

Calculated values
HOMO energy = -7.5 eV
Calculated total energy = -3654.70396 hartree
Spin multiplicity = 1
Lowest unoccupied orbital energy = -0.21 eV
Frontier orbital gap = 0.2674 Ha

Here are the Löwdin charges for atoms 1 to 6, given in e: number 1, Pb, carries 1.18; number 2, C, carries -0.04; number 3, O, carries -0.05; number 4, C, carries -0.21; number 5, C, carries 0.01; number 6, C, carries -0.07

=====

4.
DFT (ωB97M-V/def2-TZVPD) results for a molecular structure, C37H42AsN4OPRhS.

CARTESIAN COORDINATES (ANGSTROEM)
Rh (0.80315, -0.57561, -0.18262)
S (2.39245, -2.08709, -1.02453)
C (1.86622, -3.72069, -0.68264)
C (2.80637, -4.74598, -0.83130)
C (2.44131, -6.06195, -0.61364)
C (1.13534, -6.37580, -0.25852)
C (0.19622, -5.36491, -0.10761)
C (0.55429, -4.03890, -0.30240)
As (-0.70397, -2.57696, -0.12930)
C (-2.44931, -3.42646, -0.40762)
C (-2.91039, -3.52804, -1.71821)
C (-4.14679, -4.09781, -1.97649)
C (-4.92892, -4.55795, -0.92643)
C (-4.46568, -4.46674, 0.37822)
C (-3.22758, -3.89937, 0.64228)
C (-0.71330, -2.21263, 1.77838)
C (-1.69899, -1.43773, 2.26972)
C (-1.72919, -0.99984, 3.65144)
C (-0.78596, -1.36973, 4.52328)
C (0.36097, -2.24155, 4.14509)
C (0.46870, -2.56017, 2.62675)
H (3.81895, -4.49364, -1.11836)
H (3.17488, -6.84766, -0.73505)
H (0.84740, -7.40721, -0.10576)
H (-0.82593, -5.60585, 0.16006)
H (-2.29128, -3.17098, -2.53401)
H (-4.50292, -4.18189, -2.99484)
H (-5.90116, -4.98906, -1.12513)
H (-5.06799, -4.83884, 1.19660)
H (-2.86313, -3.83805, 1.65871)
H (-2.51859, -1.13916, 1.62230)
H (-2.55268, -0.37361, 3.96997)
H (-0.82693, -1.04560, 5.55741)
H (0.37762, -3.11730, 4.79756)
H (0.78748, -3.58670, 2.44022)
N (2.04324, 0.00568, 7.23225)
C (1.98728, -0.03893, 6.08321)
C (1.84790, -0.13426, 4.66972)
C (1.76071, 0.96547, 3.90099)
C (1.51618, 0.88430, 2.47397)
C (1.38443, -0.28515, 1.82614)
C (1.67956, -1.57810, 2.52785)
C (1.74876, -1.50790, 4.08063)
H (1.84893, 1.94223, 4.36006)
H (1.43276, 1.81798, 1.92786)
H (2.56161, -2.02843, 2.06204)
H (2.53884, -2.13740, 4.48986)
O (1.47581, 1.60227, -0.62635)
P (0.71244, 2.66693, -1.35870)
N (-0.55109, 1.97025, -2.15609)
C (-1.01338, 0.63602, -1.83411)
C (-2.00693, 0.31511, -2.94072)
C (-2.66604, 1.68275, -3.16311)
C (-1.50174, 2.67113, -3.02788)
N (1.56264, 3.46542, -2.53682)
C (1.95456, 2.61252, -3.68928)
C (3.12755, 3.36307, -4.30362)
C (3.85528, 3.89179, -3.06856)
C (2.70507, 4.34252, -2.16984)
N (0.03512, 3.82975, -0.38808)
C (-1.11001, 3.41125, 0.43686)
C (-1.46386, 4.68633, 1.18845)
C (-0.08560, 5.26753, 1.51014)
C (0.75579, 4.93741, 0.27066)
H (-1.51606, 0.59515, -0.85458)
H (-0.14787, -0.06947, -1.82730)
H (-2.71398, -0.45994, -2.64821)
H (-1.47854, -0.00144, -3.84180)
H (-3.40727, 1.86325, -2.38215)
H (-3.16029, 1.76035, -4.12860)
H (-1.80051, 3.62762, -2.59453)
H (-1.04532, 2.87678, -3.99969)
H (1.12050, 2.49738, -4.38082)
H (2.27423, 1.61682, -3.35901)
H (2.75867, 4.19626, -4.90491)
H (3.74482, 2.72284, -4.93037)
H (4.54505, 4.70405, -3.28864)
H (4.41035, 3.08276, -2.59005)
H (2.43745, 5.38176, -2.37235)
H (2.96617, 4.25209, -1.11596)
H (-0.84189, 2.61169, 1.14344)
H (-1.92513, 3.05239, -0.19451)
H (-2.06345, 4.49402, 2.07615)
H (-2.01484, 5.36033, 0.53044)
H (0.32742, 4.77176, 2.39023)
H (-0.11154, 6.33730, 1.70606)
H (1.77224, 4.66117, 0.55666)
H (0.81335, 5.78898, -0.41048)

Calculated values
HOMO energy (alpha / beta) = -10.0 / -10.5 eV
Calculated total energy = -4814.93446 hartree
Spin multiplicity = 5
Total charge = +1
Expectation value of S² = 6.0389
Lowest unoccupied orbital energy (alpha / beta) = -2.37 / -5.19 eV
Frontier orbital gap (alpha / beta) = 0.2814 / 0.1939 Ha

Here are the Löwdin charges for atoms 1 to 6, given in e: number 1, Rh, carries 0.62; number 2, S, carries 0.75; number 3, C, carries -0.66; number 4, C, carries -0.10; number 5, C, carries -0.06; number 6, C, carries -0.05

=====

Look up the calculated total energy of the fourth one.
-4814.93446 hartree

=====

The highest calculated total energy belongs to which entry?
C37H41N4O

=====

Among the records above, which one has the lowest calculated total energy?
C37H42AsN4OPRhS